Record 1
DFT (ωB97M-V with the def2-TZVPD basis set) results for C11H9Cl3NO7RuS as an isolated structure.

Last column: natural (NBO) charge in e.
Positions of all 33 atoms, in Å:
Ru -0.27847 -0.28143 -0.27052  1.07
O -3.47130 2.61442 -0.20086  -0.62
C -2.25370 2.21085 -0.47803  0.85
O -1.88582 1.09068 -0.14969  -0.62
C -1.50002 3.28745 -1.24462  -0.18
O -0.10899 3.31220 -1.05645  -0.48
C 0.69500 2.76507 -2.09844  -0.16
C 0.59346 1.28971 -1.84900  0.75
O 1.28665 0.75408 -0.91151  -0.52
O -0.37201 0.61216 -2.26192  -0.56
H -3.96384 1.90090 0.23911  0.52
H -1.89047 4.24364 -0.89669  0.25
H -1.77981 3.17817 -2.29854  0.23
H 1.70718 3.12900 -1.94701  0.24
H 0.32352 3.03771 -3.08695  0.21
S -1.19654 -2.04933 -1.28862  0.26
C 0.28996 -2.83124 -0.74723  0.07
C 0.76841 -4.12385 -0.79369  -0.24
C 2.03524 -4.33278 -0.26727  -0.11
C 2.76723 -3.28074 0.27489  -0.24
C 2.21756 -2.01401 0.29099  0.08
N 1.00143 -1.82835 -0.22050  -0.38
H 0.18315 -4.92459 -1.22084  0.25
H 2.46297 -5.32640 -0.27902  0.24
H 3.75454 -3.44131 0.68152  0.25
H 2.72209 -1.14548 0.69154  0.24
Cl 0.26252 1.65279 4.36821  0.10
C -0.70131 0.38390 3.64443  -0.22
Cl -0.48842 -1.13445 4.50340  0.09
Cl -2.42225 0.84744 3.62015  0.05
C -0.32450 0.21192 2.17281  0.73
O 0.24025 1.07202 1.49525  -0.57
O -0.67369 -0.88016 1.58508  -0.58

Results
- charge = +1
- LUMO level (spin up / spin down) (Ha) = -0.18668 / -0.18663
- gap between HOMO and LUMO (spin up / spin down) (Ha) = 0.2699 / 0.2699
- energy above the lowest of the compared OMol25 structures with the same formula, charge and spin (eV) = 0.000

---

Record 2
DFT (ωB97M-V with the def2-TZVPD basis set) results for C3HCdO2 as an isolated structure.

Last column: Mulliken spin population.
Positions of all 7 atoms, in Å:
C 1.97291 -0.84783 0.57668  0.02
H 3.04587 -0.91409 0.51986  0.00
C 0.76968 -0.84047 0.61149  0.13
O -0.82523 -0.73561 0.73555  -0.09
C -1.54907 0.01885 0.05494  0.82
Cd -2.03138 2.36516 -1.83257  0.00
O -1.38278 0.95400 -0.66594  0.12

Results
- charge = +2
- LUMO level (spin up / spin down) (Ha) = -0.51549 / -0.51498
- gap between HOMO and LUMO (spin up / spin down) (Ha) = 0.1667 / 0.1645
- energy above the lowest of the compared OMol25 structures with the same formula, charge and spin (eV) = 0.414
- spin multiplicity = 2

---

Record 3
DFT (ωB97M-V with the def2-TZVPD basis set) results for C10H6O as an isolated structure.

Last column: natural (NBO) charge in e.
Positions of all 17 atoms, in Å:
C 0.30149 2.08210 0.23667  -0.49
C 0.57067 3.02073 1.01264  0.19
C 1.53741 0.17889 -0.42755  -0.18
C 0.72216 -0.77403 0.30284  -0.25
C 2.79344 -0.50132 -0.60000  0.40
C 1.55061 -1.84865 0.30568  0.41
C 0.79104 1.32080 -0.98763  -0.19
C -0.63616 1.19440 -0.55964  -0.11
C -0.65475 -0.47890 0.72683  -0.10
C -1.83934 -1.36554 0.41501  -0.66
O 2.84412 -1.66585 0.05588  -0.45
H 1.05122 1.93742 -1.82689  0.27
H -1.55124 1.48646 -0.90068  0.23
H -0.80881 0.18827 1.59651  0.25
H -2.65794 -0.75599 0.19224  0.22
H -2.23272 -2.11539 1.02875  0.24
H -1.78120 -1.90342 -0.57069  0.22

Results
- LUMO level (spin up / spin down) (Ha) = -0.04760 / -0.06202
- gap between HOMO and LUMO (spin up / spin down) (Ha) = 0.2830 / 0.2635
- energy above the lowest of the compared OMol25 structures with the same formula, charge and spin (eV) = 7.789